1.
{
  "formula": "C28H35FMoN2O3Te",
  "method": "ωB97M-V/def2-TZVPD",
  "lumo_energy_ev": [-4.06, -4.47],
  "s_squared": 0.77,
  "de_lowest_ev": 0.007,
  "homo_energy_ev": [-10.376, -10.375],
  "gap_ha": [0.2323, 0.2171],
  "multiplicity": 2,
  "total_charge": 1,
  "species": ["C", "C", "C", "C", "H", "H", "C", "H", "H", "O", "C", "H", "H", "H", "C", "Te", "H", "H", "N", "Mo", "C", "C", "H", "C", "H", "C", "H", "F", "H", "C", "H", "H", "O", "C", "C", "C", "N", "H", "H", "H", "C", "H", "H", "C", "C", "C", "C", "C", "H", "C", "H", "H", "H", "H", "H", "H", "C", "H", "H", "H", "H", "H", "C", "C", "H", "H", "C", "C", "H", "C", "O"],
  "coordinates": [[1.141, -2.258, 1.711], [-1.137, -1.465, -0.418], [-0.067, 5.636, -0.427], [3.412, -2.337, 0.541], [3.731, -4.362, 2.235], [-2.094, 1.199, 0.063], [-4.680, -3.273, -2.072], [-0.240, 5.226, 0.575], [-2.137, 1.643, -3.781], [2.447, 3.208, 0.606], [-2.396, -0.894, -0.183], [-5.255, -3.749, -1.276], [-0.051, -4.212, 4.195], [2.366, -5.289, 5.213], [2.408, -2.832, 1.549], [0.628, -0.653, 0.429], [-1.570, -2.569, 3.794], [-1.770, -2.281, 2.065], [-0.252, 1.854, -1.890], [0.021, 2.997, -0.668], [2.753, -3.911, 2.357], [-1.021, -2.600, -1.229], [0.978, -2.497, -2.003], [0.250, -2.740, 2.677], [-3.627, 0.621, 0.729], [-1.841, 0.684, -3.356], [3.701, -1.301, 0.727], [0.087, 8.852, -1.990], [0.173, -4.049, -2.263], [2.272, -5.594, 4.170], [-2.526, 0.440, -2.541], [4.312, 4.032, 0.156], [0.474, 0.056, -3.076], [0.128, 7.531, -1.822], [1.882, -4.427, 3.306], [2.126, 2.771, -0.649], [-0.231, 2.665, 1.535], [0.581, 3.047, 2.020], [-1.070, 2.986, 2.011], [0.626, 7.212, -3.875], [0.303, -3.231, -1.557], [-1.015, -1.053, 3.080], [-2.088, -4.045, -2.384], [-1.103, -2.130, 2.915], [-0.125, 7.017, -0.566], [3.869, 3.336, 0.863], [-0.448, 0.765, -2.816], [-3.439, -2.634, -1.518], [-0.346, 7.681, 0.257], [-2.574, 0.376, 0.607], [-4.437, -4.035, -2.810], [4.315, -2.945, 0.578], [3.956, 3.708, 1.879], [3.224, -6.019, 3.856], [0.782, -3.629, -0.660], [-5.329, -2.534, -2.543], [0.433, 6.736, -2.924], [-1.880, -0.097, -4.110], [4.347, 2.365, 0.764], [-0.176, 1.640, 1.645], [-2.110, 0.296, 1.592], [1.517, -6.380, 4.127], [-2.181, -3.163, -1.761], [0.481, 5.367, -2.769], [-4.498, -1.049, -0.544], [0.721, 4.731, -3.610], [0.222, 4.805, -1.514], [0.639, -3.827, 3.451], [3.013, -2.379, -0.474], [-3.524, -1.489, -0.732], [2.920, 2.449, -1.471]]
}

=====

2.
{
  "formula": "C28H35FeN8O3S",
  "method": "ωB97M-V/def2-TZVPD",
  "lumo_energy_ev": [2.27, 2.27],
  "homo_energy_ev": [-4.499, -4.480],
  "gap_ha": [0.2487, 0.2480],
  "total_charge": -1,
  "species": ["H", "H", "C", "H", "H", "H", "N", "H", "H", "H", "C", "H", "C", "H", "H", "C", "N", "H", "C", "H", "C", "N", "C", "H", "C", "C", "C", "H", "N", "C", "H", "H", "H", "C", "C", "C", "C", "C", "C", "C", "C", "O", "O", "H", "N", "H", "O", "H", "C", "H", "H", "C", "H", "N", "Fe", "H", "C", "H", "C", "C", "C", "N", "H", "H", "H", "C", "S", "H", "N", "H", "C", "H", "H", "H", "C", "H"],
  "coordinates": [[2.344, 4.097, -5.269], [-2.724, -0.940, -2.427], [-1.044, -2.786, 4.127], [-0.682, -3.196, -2.287], [3.851, 3.321, -4.833], [-0.820, -4.091, 5.784], [2.608, 4.331, 3.432], [-1.914, -2.278, 4.526], [-2.359, -3.303, -2.733], [2.223, -3.053, 0.967], [-5.050, 1.870, 2.557], [1.022, 0.571, -2.477], [-0.427, -3.794, 4.818], [1.207, -5.221, 4.865], [2.092, -4.482, 2.682], [-1.375, 1.011, -2.228], [0.805, -1.794, 0.225], [6.151, 2.754, -2.055], [1.433, -1.490, -2.206], [4.260, 2.257, -1.011], [-2.057, -2.904, -0.631], [4.110, 2.580, -1.962], [2.477, 3.312, 2.897], [-6.796, 0.633, 2.888], [2.805, 2.883, -2.158], [0.579, -3.007, 2.339], [3.054, 3.954, -4.456], [-1.581, -1.313, -3.706], [4.321, 1.103, 0.971], [-3.202, 0.870, 1.318], [-5.828, -1.294, 1.674], [-4.194, -2.329, 0.483], [2.757, -1.875, -0.552], [-1.654, -2.746, -2.109], [1.196, -4.023, 3.090], [-5.810, 0.697, 2.449], [2.313, 2.081, 2.234], [1.003, 1.551, 2.002], [-5.264, -0.371, 1.773], [1.815, -1.348, -0.741], [0.712, -4.438, 4.306], [0.835, 0.453, 1.410], [-1.215, -1.422, 2.242], [-5.459, 2.724, 3.085], [-2.365, -1.609, -0.056], [5.319, 4.102, -2.825], [-2.034, 0.988, 0.780], [5.419, 2.520, -3.632], [-3.499, -1.482, 0.512], [0.063, 3.210, 2.721], [1.022, -2.479, -2.402], [-3.986, -0.313, 1.207], [1.367, 3.572, -3.276], [2.339, 3.322, -3.362], [-0.743, -0.533, 0.546], [-0.957, 1.954, 2.045], [-0.575, -2.342, 2.853], [2.005, -0.297, -0.519], [-1.713, -1.305, -2.611], [-3.794, 1.960, 2.008], [0.521, -0.373, -2.691], [-0.070, 2.253, 2.440], [-2.328, 1.064, -1.707], [-2.914, -3.581, -0.539], [-1.532, 1.220, -3.301], [1.228, -2.617, 1.110], [1.750, 2.586, -0.898], [2.355, -1.425, -2.793], [-0.787, -0.318, -2.033], [-3.219, 2.875, 2.095], [5.296, 3.021, -2.672], [-0.717, 1.768, -1.808], [-1.235, -3.331, -0.055], [0.390, -0.436, -3.786], [3.408, 1.538, 1.538], [3.468, 4.931, -4.191]]
}

=====

3.
{
  "formula": "C28H35Ge2N2Tl",
  "method": "ωB97M-V/def2-TZVPD",
  "lumo_energy_ev": -0.84,
  "homo_energy_ev": -7.005,
  "gap_ha": 0.2264,
  "species": ["C", "C", "C", "H", "H", "Ge", "C", "H", "H", "C", "C", "C", "C", "H", "H", "H", "C", "H", "H", "C", "H", "N", "C", "H", "H", "C", "H", "H", "H", "C", "C", "H", "C", "N", "H", "C", "H", "C", "H", "H", "H", "H", "C", "C", "C", "H", "H", "H", "H", "Tl", "C", "H", "H", "C", "C", "C", "H", "H", "H", "H", "H", "C", "H", "C", "Ge", "H", "C", "C"],
  "coordinates": [[-0.180, 1.822, -0.857], [2.331, -3.117, 2.366], [4.171, -1.591, 2.599], [-3.697, 1.866, 1.255], [4.864, -4.584, 4.101], [-0.212, 1.324, 1.070], [-1.929, 0.394, 1.412], [-0.441, -1.049, -4.296], [3.698, 0.945, -2.277], [0.264, 2.907, 2.096], [-0.607, -1.540, -3.342], [-0.774, 5.563, -1.277], [0.714, -1.889, -2.713], [-1.129, -4.661, 2.342], [-2.973, 1.714, 2.798], [-2.073, -0.154, 0.472], [-2.129, 5.667, -1.547], [-3.414, -5.145, 1.743], [-1.256, -0.927, -2.785], [-2.897, -2.728, -0.513], [-1.375, 4.303, 1.506], [0.369, -2.750, 1.242], [0.475, 1.176, -1.812], [-1.739, -0.290, 2.244], [4.612, -0.589, 2.381], [4.298, -3.842, 3.575], [2.551, -5.117, 3.207], [-3.903, 4.496, -1.932], [-4.671, -3.884, 0.026], [-1.600, -4.134, 1.537], [-3.188, 1.149, 1.915], [0.507, 1.615, -2.813], [-2.200, 3.257, -1.484], [1.059, -3.541, 1.903], [-3.938, 0.420, 2.255], [-0.779, 4.002, 2.338], [0.635, 2.514, 3.035], [4.845, -2.592, 3.318], [-1.198, -2.447, -3.617], [0.872, 4.346, -0.653], [4.023, -0.791, -2.490], [-0.314, 4.901, 2.708], [-3.605, -3.713, 0.184], [-1.572, -2.405, -0.154], [-2.922, -4.350, 1.268], [-2.758, 2.310, -1.472], [2.001, 0.565, -4.389], [5.887, -2.359, 3.635], [1.408, -2.182, -3.476], [1.500, -0.591, 1.017], [2.903, 0.039, -4.149], [-0.966, -1.683, -0.690], [-2.624, 6.635, -1.752], [-2.824, 4.495, -1.676], [3.029, -4.127, 3.094], [-0.840, 3.157, -1.159], [2.737, -0.967, -4.605], [3.741, 0.563, -4.739], [-1.467, 3.715, 3.171], [-0.312, 6.523, -1.058], [0.549, -2.654, -1.986], [3.252, -0.015, -2.649], [1.160, 3.315, 1.632], [2.866, -1.860, 2.143], [1.587, -0.405, -1.652], [-3.364, -2.238, -1.356], [-0.907, -3.143, 0.859], [-0.131, 4.354, -1.076]]
}

=====

4.
{
  "formula": "C28H35N2W",
  "method": "ωB97M-V/def2-TZVPD",
  "lumo_energy_ev": [-12.20, -12.27],
  "homo_energy_ev": [-17.899, -17.871],
  "gap_ha": [0.2096, 0.2060],
  "total_charge": 3,
  "species": ["H", "H", "H", "H", "W", "C", "C", "H", "C", "C", "H", "H", "C", "C", "C", "H", "H", "C", "H", "C", "H", "C", "H", "H", "H", "H", "H", "H", "C", "H", "C", "C", "H", "H", "C", "C", "H", "C", "C", "H", "N", "H", "H", "H", "C", "H", "H", "C", "C", "C", "C", "N", "H", "C", "C", "H", "C", "C", "C", "H", "H", "H", "H", "C", "H", "H"],
  "coordinates": [[3.350, 0.117, -1.663], [-3.460, 0.308, -2.576], [-2.831, 3.362, -2.747], [-1.748, -1.083, 2.671], [-0.028, -0.130, -0.064], [2.062, 2.358, -1.628], [1.918, 2.632, 4.741], [-0.965, -3.705, -2.242], [0.779, 1.801, -1.323], [-1.990, 1.660, -1.700], [4.014, -1.282, -0.798], [-1.348, -2.159, -3.004], [3.252, -0.489, -0.758], [-2.810, 2.950, -1.730], [1.144, -0.819, -3.124], [-2.201, -2.665, -1.531], [2.723, -1.074, 2.050], [0.254, 1.074, 4.092], [-2.475, 1.212, -3.763], [-0.723, -3.217, 1.046], [1.732, -1.586, -3.651], [-0.971, -0.354, 2.895], [-0.948, 2.695, -4.107], [3.484, 0.151, 0.103], [3.174, 3.383, 3.154], [-2.605, -0.534, 0.986], [-0.335, -4.247, 1.018], [0.507, 1.667, 6.137], [1.385, -1.764, 0.516], [2.421, 3.238, 5.496], [1.887, -1.078, -0.639], [1.726, 1.972, 2.388], [0.199, -0.695, -3.665], [2.835, -2.810, 1.706], [-1.948, 1.047, -0.315], [1.188, 2.905, -3.851], [-1.265, -0.184, 4.964], [-0.108, 2.601, -3.408], [0.652, 1.163, 2.768], [-0.711, -2.889, 2.093], [-0.762, 0.118, 4.127], [-0.085, 2.072, -0.419], [2.036, 1.995, 1.340], [-1.760, -0.153, -2.897], [0.100, -2.316, 0.179], [-2.011, 1.777, 0.507], [-3.847, 2.761, -1.401], [-1.229, -2.656, -2.035], [2.134, -1.964, 1.792], [-2.234, -0.330, -0.022], [-0.314, 2.156, -2.118], [-0.154, 0.272, 2.022], [3.271, 3.141, -3.255], [-0.163, -2.013, -1.202], [-2.445, 0.702, -2.789], [-2.733, -0.926, -0.788], [2.259, 2.829, -2.934], [0.866, 1.786, 5.115], [0.925, -1.222, -1.701], [2.850, 2.381, -0.871], [-1.769, -3.244, 0.716], [1.462, -2.179, 2.631], [1.365, 3.241, -4.882], [2.345, 2.718, 3.404], [1.686, 0.129, -3.183], [-2.366, 3.706, -1.069]]
}

=====

5.
{
  "formula": "C28H35N5OP2Pt",
  "method": "ωB97M-V/def2-TZVPD",
  "lumo_energy_ev": [-1.04, -2.57],
  "s_squared": 2.01,
  "de_lowest_ev": 2.118,
  "homo_energy_ev": [-8.174, -8.333],
  "gap_ha": [0.2623, 0.2116],
  "multiplicity": 3,
  "species": ["C", "C", "H", "H", "H", "H", "O", "C", "C", "H", "C", "H", "H", "H", "C", "C", "H", "C", "C", "C", "H", "H", "C", "H", "C", "H", "H", "C", "C", "C", "C", "H", "N", "H", "H", "C", "N", "H", "H", "H", "H", "H", "C", "C", "H", "H", "C", "C", "H", "H", "H", "H", "H", "N", "H", "Pt", "H", "H", "C", "C", "H", "N", "H", "C", "C", "C", "C", "P", "N", "P", "C", "H"],
  "coordinates": [[-1.347, 1.071, 2.301], [-2.815, 2.612, -0.813], [-0.520, -0.404, 0.884], [-0.995, -1.911, -2.440], [5.068, 1.813, -3.272], [3.193, -3.811, -4.978], [-1.291, -1.283, 7.353], [-4.109, -2.112, -1.675], [2.441, -2.240, -3.622], [-0.061, 1.315, 0.693], [-0.201, 0.514, 1.437], [0.656, 3.183, 2.465], [5.820, 1.339, -0.692], [2.081, -3.052, 5.283], [-1.064, -0.808, -2.512], [1.768, 1.339, 2.758], [0.319, 0.911, -2.392], [2.293, -3.535, -1.783], [1.197, 2.614, 3.248], [1.973, -2.056, 4.796], [-0.127, 3.673, 4.706], [-6.271, -1.064, -3.982], [4.887, 1.050, -1.168], [-1.747, 3.965, -3.726], [0.347, -0.184, -2.517], [2.824, 1.166, 2.961], [-1.407, 2.122, 2.076], [-1.367, 0.933, 3.802], [-2.503, 3.783, -1.523], [4.479, 1.314, -2.521], [3.196, 0.809, -2.700], [2.090, -3.734, -0.736], [-3.622, -0.828, -1.981], [-1.829, 1.317, -3.659], [2.354, -1.337, -4.221], [-2.048, 3.364, -2.840], [-2.499, 1.471, -1.592], [-3.287, 2.530, 0.164], [-2.308, 0.632, 1.985], [0.811, -0.379, -3.496], [3.726, -0.037, 0.411], [-4.141, 0.602, -3.518], [1.202, 0.371, 2.012], [-1.038, -1.623, 6.228], [-2.631, 4.803, -1.173], [2.942, -5.384, -2.759], [2.729, -4.338, -2.822], [3.844, 0.344, -0.591], [2.745, -1.899, 4.045], [2.521, 0.882, -3.553], [2.082, 3.241, 3.493], [-3.562, -2.736, -0.984], [1.845, -1.210, 5.472], [2.803, 0.185, -1.502], [1.007, 2.611, 5.437], [0.344, -2.755, 3.725], [1.754, -0.544, 1.765], [-1.268, 1.645, 5.711], [-5.258, -2.330, -2.407], [-0.819, 1.724, 4.724], [-1.526, -0.621, -3.495], [2.097, -2.243, -2.272], [-5.879, -3.210, -2.350], [-5.462, -1.190, -3.264], [-4.409, -0.318, -3.016], [-2.091, 1.978, -2.836], [2.844, -3.517, -3.995], [1.432, -0.912, -1.200], [-0.754, -1.955, 5.092], [-2.175, -0.233, -1.128], [0.312, 2.665, 4.576], [-1.595, -0.097, 4.104]]
}

=====

6.
{
  "formula": "C28H35N5P2Sr",
  "method": "ωB97M-V/def2-TZVPD",
  "lumo_energy_ev": -1.17,
  "de_lowest_ev": 3.591,
  "homo_energy_ev": -6.693,
  "gap_ha": 0.2031,
  "species": ["H", "H", "P", "H", "H", "H", "C", "H", "H", "C", "C", "H", "C", "H", "C", "C", "P", "H", "C", "C", "H", "H", "H", "H", "H", "C", "H", "C", "Sr", "C", "H", "C", "H", "C", "H", "N", "C", "H", "H", "H", "C", "H", "H", "H", "H", "C", "H", "C", "H", "C", "H", "C", "H", "C", "N", "C", "N", "C", "H", "H", "C", "N", "H", "C", "C", "H", "H", "C", "N", "C", "C"],
  "coordinates": [[1.577, -1.759, -0.127], [1.724, -0.351, 5.666], [1.685, -0.490, 2.019], [0.060, 3.742, -4.750], [-2.885, 0.555, -3.602], [-0.341, -2.729, 1.229], [1.488, 0.543, 5.053], [-2.270, -0.371, -1.011], [-3.062, 3.668, 0.481], [4.354, -2.930, 3.526], [-2.276, 1.844, 1.436], [5.087, -3.222, 4.281], [3.354, 2.927, 1.123], [1.704, 0.047, -3.945], [-1.295, -0.545, -4.617], [-2.779, 2.615, 0.408], [-1.398, -0.707, 1.951], [3.831, -0.794, 4.045], [3.699, 0.765, 0.506], [1.075, 1.890, -4.643], [-0.115, -0.024, -6.369], [-5.545, -3.413, 1.765], [-1.904, -1.272, -5.177], [-2.747, 2.653, -4.551], [-3.990, -1.534, 0.520], [-1.098, 2.403, -5.988], [1.102, 1.339, 5.716], [2.974, -2.967, 1.724], [0.068, -0.019, 3.597], [0.895, -1.091, 0.433], [-3.191, 2.086, -1.755], [-4.625, -2.963, 2.145], [0.754, -0.173, -0.172], [-2.846, 1.788, -0.761], [4.897, 2.357, -0.433], [2.709, 0.807, 1.493], [-0.464, -1.750, 0.725], [1.842, 2.349, -4.018], [-1.041, -1.925, -0.201], [-0.928, 1.649, -6.758], [3.745, -1.693, 3.433], [4.026, -0.192, 0.093], [2.428, 0.898, 4.582], [1.746, 2.377, 2.621], [2.379, -3.208, 0.841], [-2.047, 1.905, -4.925], [-4.366, -3.897, 4.192], [3.864, -3.737, 2.448], [-2.052, 2.068, 2.481], [-1.932, 0.528, 5.338], [0.862, 3.294, -6.238], [-2.889, -2.413, 3.504], [-2.145, -2.275, 4.290], [2.497, 2.140, 1.863], [-2.790, 0.759, 6.079], [-3.858, -2.022, 1.486], [-2.793, -1.675, 2.321], [0.055, -0.362, -5.346], [0.521, -1.351, -5.428], [3.440, 4.014, 1.193], [-2.118, 0.692, -4.365], [-2.029, 0.560, 0.939], [4.147, -4.766, 2.219], [1.005, 0.554, -4.611], [-2.384, 0.533, -0.414], [-1.102, -1.017, -3.644], [-1.564, 3.255, -6.497], [0.253, 2.888, -5.415], [2.915, -1.702, 2.311], [4.115, 2.060, 0.270], [-4.010, -3.215, 3.416]]
}

=====

Number 1: E -50586.177 eV, molar mass 690.137 g/mol. Number 2: E -92893.096 eV, molar mass 619.553 g/mol. Number 3: E -150305.533 eV, molar mass 749.205 g/mol. Number 4: E -34379.858 eV, molar mass 583.442 g/mol. Number 5: E -60918.644 eV, molar mass 714.648 g/mol. Number 6: E -56457.115 eV, molar mass 591.191 g/mol.